No. 1
ORCA calculation (ωB97M-V/def2-TZVPD) on a structure of composition C33H57N4OP2Ru at a distorted geometry.

Geometry as XYZ:
```
98
Properties=species:S:1:pos:R:3:mulliken_charge:R:1
C 2.44227 -1.23757 -1.03097 -0.379
C 1.68847 0.76347 -2.07840 0.573
C 3.37257 -1.43304 -2.07072 -0.869
C 2.35104 0.35778 -3.28351 -0.869
C 3.27232 -0.69309 -3.26307 -1.005
H 4.08953 -2.24042 -1.92027 0.630
H 2.17728 0.96257 -4.17566 0.568
H 3.97070 -0.91372 -4.09637 0.505
N 1.61229 -0.18684 -1.06986 1.494
P 0.62234 -2.29658 0.90745 1.311
P 0.51137 2.37739 -0.17047 1.384
C 2.31908 -2.24165 0.16043 -1.863
H 2.56287 -3.22756 -0.28747 1.023
H 3.09634 -1.92231 0.90234 0.691
C 1.17207 2.06544 -1.81991 -1.642
H 1.07518 2.66415 -2.75059 0.410
C -1.30766 3.24496 -0.07018 2.347
C 1.94093 3.59395 0.08382 1.500
C -0.26443 -3.54513 -0.28214 2.261
C 1.01866 -3.23851 2.51772 1.816
C -2.42588 2.40059 0.55699 -1.803
H -2.22168 2.15639 1.60416 0.295
H -3.37073 2.97744 0.52598 0.673
H -2.60314 1.46825 0.01334 0.125
C -1.22442 4.51651 0.77248 -1.633
H -0.91078 4.29039 1.80215 0.154
H -0.55802 5.26911 0.33634 0.269
H -2.23584 4.95611 0.82688 0.539
C -1.75079 3.53291 -1.50171 -1.650
H -2.72055 4.06834 -1.50575 0.513
H -1.03073 4.14990 -2.05327 0.361
H -1.88685 2.57565 -2.01830 -0.293
C 1.95043 4.08698 1.53202 -1.449
H 1.85728 3.24971 2.24184 0.126
H 2.92096 4.57290 1.71989 0.568
H 1.16541 4.82300 1.74324 0.273
C 3.30482 2.89577 -0.17317 -1.445
H 3.41544 2.01386 0.46754 0.129
H 3.44798 2.58913 -1.21942 0.367
H 4.12667 3.56773 0.11874 0.655
C 1.75315 4.73206 -0.94288 -1.203
H 1.33617 4.38452 -1.89767 0.174
H 1.10758 5.53189 -0.57013 0.375
H 2.73296 5.18163 -1.15579 0.461
C -0.30807 -3.69981 3.12530 -1.545
H -0.08884 -4.11389 4.11854 0.558
H -1.00265 -2.86040 3.25201 0.237
H -0.79933 -4.48852 2.54513 0.283
C 1.68504 -2.27527 3.50743 -1.739
H 2.65591 -1.90651 3.15188 0.324
H 1.03881 -1.42429 3.75719 0.103
H 1.86649 -2.83597 4.43649 0.702
C 1.97280 -4.43783 2.35131 -1.567
H 2.88040 -4.19199 1.78776 0.263
H 2.28027 -4.73545 3.36297 0.541
H 1.49685 -5.31418 1.90550 0.369
C 0.06622 -3.16399 -1.73307 -1.444
H 1.08961 -3.45666 -2.01575 0.242
H -0.60970 -3.70300 -2.41656 0.580
H -0.05777 -2.08813 -1.90736 -0.130
C -1.76408 -3.44582 -0.02894 -1.532
H -2.13048 -2.42986 -0.17621 -0.076
H -2.27533 -4.08959 -0.75328 0.640
H -2.02642 -3.80215 0.97340 0.299
C 0.13019 -5.01756 -0.09050 -1.847
H 1.20523 -5.20831 -0.20772 0.327
H -0.21964 -5.42840 0.86428 0.447
H -0.38185 -5.59239 -0.87978 0.510
Ru 0.31512 0.11936 0.65372 -1.005
C 1.70713 0.44274 1.75784 0.020
O 2.66207 0.63836 2.43248 -0.316
N -1.62705 -0.28192 -0.95746 0.110
C -2.28980 -0.49921 -1.92359 -0.545
C -2.51638 -0.15727 -3.36662 1.959
C -1.63790 0.98727 -3.93624 -1.418
C -2.01046 -1.36795 -4.16572 -1.590
C -4.00174 0.25036 -3.48530 -1.602
H -1.81267 1.95826 -3.47810 0.626
H -0.56461 0.78272 -3.81317 0.191
H -1.86772 1.10002 -5.01083 0.541
H -2.26841 -2.36326 -3.77577 0.353
H -2.27524 -1.33422 -5.23256 0.454
H -0.91262 -1.32782 -4.12674 0.319
H -4.20890 0.75123 -4.44679 0.410
H -4.72083 -0.57975 -3.39949 0.430
H -4.29704 0.97736 -2.69911 0.314
C -0.22474 1.89664 3.88975 -0.650
C -1.11394 0.80230 3.46965 -0.487
N -1.06622 0.03681 2.37510 2.232
C -2.17117 -0.81357 2.42157 -1.166
C -2.87607 -0.55004 3.56682 -0.898
N -2.19179 0.45822 4.21197 0.009
H -0.56819 2.26059 4.86667 0.611
H 0.81054 1.54646 3.98272 0.115
H -0.27677 2.72879 3.17090 -0.180
H -2.37446 -1.51809 1.63529 0.369
H -3.78257 -0.98807 3.93781 0.494
H -2.44383 0.90952 5.08954 0.290
```

**Lowest unoccupied orbital energy (alpha / beta)**: -9.447 / -12.140 eV
**Charge**: +3
**HOMO-LUMO gap (alpha / beta)**: 0.2489 / 0.1925 Ha
**Multiplicity**: 5
**Highest occupied orbital energy (alpha / beta)**: -0.59608 / -0.63861 Ha

---

No. 2
ORCA calculation (ωB97M-V/def2-TZVPD) on a structure of composition C33H58AlBr2F3N3O9S at a distorted geometry.

Geometry as XYZ:
```
110
Properties=species:S:1:pos:R:3:mulliken_charge:R:1
C 0.08364 -5.78647 -0.63439 -0.886
C -0.99190 -4.77773 0.05273 -0.437
N -1.42012 -3.66357 -0.83715 0.522
C -0.28246 -2.82928 -1.31064 -0.961
C -0.69317 -1.42461 -1.97246 -0.407
C -1.41025 -0.39081 -0.97187 1.598
C -0.39267 0.07682 0.21900 -0.860
C 1.00370 0.64914 -0.32823 -0.886
C 1.63354 1.83208 0.54838 0.382
F 0.68168 2.78009 1.04390 -0.157
Br 2.83853 1.16668 2.01425 0.052
C 2.62098 2.69942 -0.44836 0.332
F 1.88220 3.60403 -1.27255 -0.226
F 3.26391 1.79505 -1.37459 -0.181
Br 4.09926 3.63520 0.50693 -0.189
C -1.84957 1.08615 -1.57518 -0.171
O -3.28896 1.28039 -1.77194 -0.537
Al -3.77828 -0.53630 -1.95302 -0.236
C -5.75399 -1.04832 -1.90831 -0.704
C -6.32155 -1.16838 -3.41856 -0.663
C -5.55047 -2.25203 -4.32482 0.450
C -5.49196 -1.89126 -5.88432 -0.912
S -4.34772 -0.49924 -6.32434 -0.135
C -2.63508 -1.11863 -6.56365 0.449
N -2.08769 -2.38570 -6.18365 -0.014
N -0.76704 -2.30527 -6.55464 -0.504
C -0.51136 -1.03610 -7.15310 -0.022
O -1.70409 -0.22371 -7.18302 -0.290
O -2.67078 -0.96060 -0.50168 -0.706
C -2.25591 -4.16294 -1.92528 0.427
C -3.78396 -4.62732 -1.63833 -1.070
O -1.87084 -4.31389 -3.12740 -0.602
H 0.14755 -5.65864 -1.76404 0.277
H -0.24288 -6.85369 -0.32994 0.315
H 1.10058 -5.62412 -0.14116 0.194
H -0.60890 -4.43188 1.07567 0.277
H -1.93737 -5.40575 0.26762 0.442
H 0.50185 -2.63980 -0.49076 0.460
H 0.28404 -3.41814 -2.13194 0.294
H -1.32656 -1.67596 -2.90433 0.194
H 0.28450 -0.97379 -2.40275 -0.075
H -0.89370 0.85987 0.90030 0.053
H -0.24837 -0.85232 0.89534 0.092
H 1.78863 -0.19886 -0.34627 0.586
H 0.87879 0.98533 -1.42081 0.547
H -1.47161 1.19644 -2.66954 0.104
H -1.32668 1.94917 -1.02909 -0.177
H -3.22058 -0.82850 -3.43739 -0.005
H -6.40846 -0.38448 -1.22968 0.372
H -5.82606 -2.11230 -1.44739 0.114
H -7.41213 -1.54587 -3.31181 0.285
H -6.33808 -0.12418 -3.89047 0.310
H -4.49523 -2.50701 -3.94351 -0.499
H -6.14796 -3.23981 -4.21930 0.384
H -5.19648 -2.83008 -6.46846 0.417
H -6.54570 -1.57561 -6.22801 0.381
H 0.46874 -0.63487 -7.55433 0.341
H -3.73735 -5.75225 -1.37244 0.431
H -4.29555 -3.99863 -0.83956 0.123
H -4.34121 -4.57504 -2.64646 0.203
C -3.14080 6.52143 1.22810 -1.142
C -2.99957 5.05419 1.54077 0.720
O -3.72059 4.51105 2.35657 -0.580
C -1.93254 4.28963 0.80442 -0.691
H -3.94742 6.94406 1.83139 0.319
H -2.21242 7.04391 1.46920 0.301
H -3.38653 6.65433 0.17244 0.318
H -0.95100 4.71368 1.02763 0.276
H -2.12493 4.32415 -0.27024 0.356
H -1.94529 3.24715 1.12821 0.141
C 3.97120 7.16226 3.23399 -1.225
C 3.52177 5.86225 3.84595 0.881
O 4.31123 4.96307 4.07229 -0.577
C 2.05841 5.71637 4.16724 -1.001
H 5.04818 7.12538 3.05635 0.284
H 3.46401 7.31832 2.27956 0.332
H 3.75682 7.98794 3.91595 0.378
H 1.46661 5.80847 3.25407 0.232
H 1.75898 6.47783 4.89081 0.379
H 1.87956 4.73052 4.60201 0.225
C 4.61719 2.95173 5.95686 -0.738
C 4.23579 1.50876 6.14871 0.692
O 3.69672 0.87912 5.25786 -0.379
C 4.54511 0.87536 7.48037 -1.236
H 4.33331 3.26928 4.95073 0.127
H 4.09013 3.57511 6.68296 0.324
H 5.69748 3.06924 6.06952 0.360
H 4.01593 1.40490 8.27546 0.323
H 5.62178 0.89864 7.66172 0.318
H 4.21383 -0.16568 7.47225 0.292
C 2.06843 -1.50150 3.97456 -0.077
C 1.67969 -2.94603 4.14288 0.548
O 1.14247 -3.56700 3.24463 -0.502
C 1.98207 -3.59488 5.46877 -1.205
H 1.79121 -1.16751 2.97421 -0.361
H 1.54137 -0.88711 4.70717 0.308
H 3.14778 -1.39061 4.09435 0.306
H 1.45107 -3.07269 6.26759 0.320
H 3.05819 -3.57655 5.65470 0.313
H 1.64799 -4.63468 5.44750 0.328
C 3.37353 -0.68681 -2.76838 -0.296
C 3.53211 -2.14694 -2.45622 0.875
O 2.82219 -2.68314 -1.62994 -0.445
C 4.59486 -2.91241 -3.20004 -1.425
H 2.57217 -0.27430 -2.15739 -0.392
H 4.29922 -0.15570 -2.53718 0.380
H 3.11390 -0.55521 -3.82126 0.404
H 5.57710 -2.48271 -2.99133 0.355
H 4.39015 -2.88573 -4.27249 0.342
H 4.59011 -3.95309 -2.86849 0.319
```

**Lowest unoccupied orbital energy**: 1.775 eV
**Charge**: -1
**HOMO-LUMO gap**: 0.2436 Ha
**Highest occupied orbital energy**: -0.17840 Ha